(1)
A 7-piece molecular cluster, C21H45BI2N7O15S overall at a distorted geometry, computed with ωB97M-V/def2-TZVPD.

Structure (XYZ):
```
92
Properties=species:S:1:pos:R:3
C -1.8890 -0.9747 -3.0110
C -0.6383 -1.5550 -2.3239
B -0.7190 -1.5068 -0.7561
O -1.8336 -1.7617 -0.0454
N 0.5148 -1.0610 0.0362
C 0.7651 0.2234 0.0390
C -0.0801 1.2472 -0.6442
C -1.4128 1.5496 0.0984
C -1.8159 3.0226 -0.0991
S -1.4197 4.0658 1.3264
C 2.0103 0.5603 0.7705
C 2.6976 -0.7958 0.8053
C 1.5894 -1.8825 0.7555
C 2.1660 -2.9365 -0.2425
C 1.7993 -4.4280 -0.2837
C 0.7145 -4.7672 -1.2738
O 0.8591 -4.6001 -2.4653
O -0.3985 -5.3101 -0.7466
C 1.2799 -2.5208 2.1377
I -0.4902 -3.7479 2.1725
C 1.2618 -1.7508 3.4820
C 2.6113 -1.2642 4.0036
I -0.2340 -0.2264 3.6387
H -2.8123 -1.4318 -2.6475
H -1.9665 0.1064 -2.8800
H -1.8353 -1.1555 -4.0864
H -0.5166 -2.5932 -2.6538
H 0.2501 -1.0032 -2.6473
H -2.4942 -2.2532 -0.5446
H -0.2833 0.9935 -1.6875
H 0.5108 2.1665 -0.6702
H -2.2007 0.9241 -0.3237
H -1.3021 1.3589 1.1610
H -2.8915 3.0898 -0.2669
H -1.2941 3.4714 -0.9451
H -2.2392 3.4350 2.1719
H 2.5683 1.2960 0.1824
H 1.7946 1.0312 1.7308
H 3.2571 -0.8426 -0.1351
H 3.4576 -0.9474 1.5652
H 2.0792 -2.5224 -1.2508
H 3.2334 -2.9285 -0.0032
H 2.6785 -4.9188 -0.7152
H 1.6443 -4.8836 0.6933
H -1.1483 -5.1325 -1.3302
H 2.0773 -3.2624 2.2553
H 0.8873 -2.4727 4.2075
H 3.3923 -1.9902 3.7574
H 2.5569 -1.1100 5.0809
H 2.9060 -0.3013 3.5885
C -4.4820 -1.2098 3.2377
N -4.8108 0.2415 3.2802
O -3.9172 1.0378 3.0766
O -5.9564 0.5444 3.5117
H -3.4251 -1.3141 3.0175
H -4.7347 -1.6239 4.2089
H -5.1032 -1.6540 2.4659
C -7.9748 2.9593 2.2655
N -8.0277 4.0841 1.2923
O -7.0389 4.2939 0.6214
O -9.0578 4.7131 1.2344
H -6.9965 2.5021 2.2015
H -8.1541 3.3715 3.2533
H -8.7623 2.2613 1.9993
C 1.4092 -7.1773 -4.4366
N 1.8583 -8.3202 -5.2784
O 1.0506 -9.1820 -5.5393
O 3.0127 -8.3022 -5.6420
H 0.3665 -7.3263 -4.1862
H 2.0356 -7.1650 -3.5509
H 1.5553 -6.2696 -5.0126
C 1.3275 5.0795 -2.6326
N 1.7893 3.7894 -3.2155
O 0.9920 2.8782 -3.3275
O 2.9441 3.7396 -3.5638
H 0.2773 4.9886 -2.3841
H 1.9379 5.2749 -1.7560
H 1.4970 5.8440 -3.3864
C 4.9887 5.1677 -5.7613
N 4.4166 6.5409 -5.7901
O 5.1263 7.4520 -6.1386
O 3.2558 6.6483 -5.4451
H 6.0223 5.2106 -6.0812
H 4.8952 4.8163 -4.7393
H 4.3889 4.5549 -6.4265
C 1.8121 1.8011 7.4249
N 2.1304 2.1948 6.0250
O 2.9173 1.5056 5.4054
O 1.5796 3.1772 5.5907
H 2.3768 0.9089 7.6646
H 2.0894 2.6332 8.0642
H 0.7416 1.6266 7.4725
```

Values from the calculation:
- lowest unoccupied orbital energy (eV) = -3.27
- net charge = +1

=====

(2)
C19H43N2OP3RuS as an isolated structure at a distorted geometry, computed with ωB97M-V/def2-TZVPD.

Structure (XYZ):
```
70
Properties=species:S:1:pos:R:3
Ru 0.5718 0.1752 -0.3149
P 0.7953 -2.2451 -0.7527
P 1.9229 0.0978 1.3679
P 1.5884 0.7327 -2.1184
H -2.4795 -0.4629 1.0801
C -2.8514 -0.3119 0.0000
C -2.3603 -1.1047 -0.9582
H -2.0999 -2.1546 -0.7555
C 0.0557 -3.5916 0.2785
C 2.5454 -2.8124 -0.7321
C 0.2861 -2.7591 -2.4493
C 1.3400 1.3891 2.4761
C 2.1540 -1.3739 2.3858
C 3.5574 0.5032 0.8052
C 0.4346 0.7557 -3.5455
C 3.0599 -0.0685 -2.7276
C 2.0821 2.4815 -1.8605
H -3.5162 0.5587 -0.1465
H -2.1104 -0.7575 -1.9801
H -1.0108 -3.4155 0.4171
H 0.4798 -3.6066 1.2821
H 0.1868 -4.5961 -0.1511
H 2.9608 -2.7470 0.2705
H 3.1555 -2.1790 -1.3664
H 2.6426 -3.8450 -1.0865
H -0.6867 -2.3406 -2.6819
H 0.2479 -3.8503 -2.5530
H 0.9838 -2.3931 -3.2069
H 2.2281 1.9480 2.7586
H 0.8604 0.9135 3.3378
H 0.6167 2.0449 1.9828
H 3.2188 -1.4972 2.5720
H 1.7499 -2.2767 1.9405
H 1.6207 -1.2034 3.3247
H 4.1772 0.5111 1.6942
H 3.5772 1.4908 0.3306
H 3.9274 -0.2322 0.0984
H 0.1539 1.7951 -3.7289
H -0.4755 0.1774 -3.3684
H 0.9757 0.3598 -4.4145
H 3.4402 0.5842 -3.5110
H 2.8458 -1.0384 -3.1687
H 3.8121 -0.1489 -1.9526
H 1.2639 3.0970 -2.1879
H 2.9862 2.6281 -2.4706
H 2.2901 2.7083 -0.7969
C -2.2386 3.2623 -0.9635
C -1.8577 4.5716 -0.5244
C -2.6122 5.5960 -1.0915
C -3.7042 5.2799 -1.9145
C -4.1404 3.9692 -2.1408
C -3.4257 2.8984 -1.6419
S -0.9728 2.1644 -1.1090
H -0.3813 0.6850 0.7660
H -0.9895 4.6986 0.1243
H -2.3495 6.6457 -0.9024
H -4.2556 6.1025 -2.3435
H -5.0322 3.7841 -2.7194
H -3.6352 1.8454 -1.7698
C -1.3909 -3.7786 3.8402
N -1.7393 -2.4506 4.2718
C -1.4628 -1.3561 3.5152
N -1.8534 -0.1760 4.0757
O -0.9052 -1.4038 2.4133
H -1.8103 -4.5474 4.4913
H -1.7575 -3.9842 2.8217
H -0.2866 -3.9342 3.8141
H -2.1323 -2.2963 5.1938
H -1.7969 0.6149 3.4990
H -2.4746 -0.1303 4.8783
```

Values from the calculation:
- relative energy (zero: lowest compared OMol25 entry of this formula, charge and spin) (kcal per mole) = 58.2
- lowest unoccupied orbital energy (spin up / spin down) (eV) = -12.09 / -15.96
- 2S+1 = 5
- net charge = +4

=====

Number 2 is which compound? C19H43N2OP3RuS

=====

What did the second record say?
C19H43N2OP3RuS as an isolated structure at a distorted geometry, computed with ωB97M-V/def2-TZVPD.

Structure (XYZ):
```
70
Properties=species:S:1:pos:R:3
Ru 0.5718 0.1752 -0.3149
P 0.7953 -2.2451 -0.7527
P 1.9229 0.0978 1.3679
P 1.5884 0.7327 -2.1184
H -2.4795 -0.4629 1.0801
C -2.8514 -0.3119 0.0000
C -2.3603 -1.1047 -0.9582
H -2.0999 -2.1546 -0.7555
C 0.0557 -3.5916 0.2785
C 2.5454 -2.8124 -0.7321
C 0.2861 -2.7591 -2.4493
C 1.3400 1.3891 2.4761
C 2.1540 -1.3739 2.3858
C 3.5574 0.5032 0.8052
C 0.4346 0.7557 -3.5455
C 3.0599 -0.0685 -2.7276
C 2.0821 2.4815 -1.8605
H -3.5162 0.5587 -0.1465
H -2.1104 -0.7575 -1.9801
H -1.0108 -3.4155 0.4171
H 0.4798 -3.6066 1.2821
H 0.1868 -4.5961 -0.1511
H 2.9608 -2.7470 0.2705
H 3.1555 -2.1790 -1.3664
H 2.6426 -3.8450 -1.0865
H -0.6867 -2.3406 -2.6819
H 0.2479 -3.8503 -2.5530
H 0.9838 -2.3931 -3.2069
H 2.2281 1.9480 2.7586
H 0.8604 0.9135 3.3378
H 0.6167 2.0449 1.9828
H 3.2188 -1.4972 2.5720
H 1.7499 -2.2767 1.9405
H 1.6207 -1.2034 3.3247
H 4.1772 0.5111 1.6942
H 3.5772 1.4908 0.3306
H 3.9274 -0.2322 0.0984
H 0.1539 1.7951 -3.7289
H -0.4755 0.1774 -3.3684
H 0.9757 0.3598 -4.4145
H 3.4402 0.5842 -3.5110
H 2.8458 -1.0384 -3.1687
H 3.8121 -0.1489 -1.9526
H 1.2639 3.0970 -2.1879
H 2.9862 2.6281 -2.4706
H 2.2901 2.7083 -0.7969
C -2.2386 3.2623 -0.9635
C -1.8577 4.5716 -0.5244
C -2.6122 5.5960 -1.0915
C -3.7042 5.2799 -1.9145
C -4.1404 3.9692 -2.1408
C -3.4257 2.8984 -1.6419
S -0.9728 2.1644 -1.1090
H -0.3813 0.6850 0.7660
H -0.9895 4.6986 0.1243
H -2.3495 6.6457 -0.9024
H -4.2556 6.1025 -2.3435
H -5.0322 3.7841 -2.7194
H -3.6352 1.8454 -1.7698
C -1.3909 -3.7786 3.8402
N -1.7393 -2.4506 4.2718
C -1.4628 -1.3561 3.5152
N -1.8534 -0.1760 4.0757
O -0.9052 -1.4038 2.4133
H -1.8103 -4.5474 4.4913
H -1.7575 -3.9842 2.8217
H -0.2866 -3.9342 3.8141
H -2.1323 -2.2963 5.1938
H -1.7969 0.6149 3.4990
H -2.4746 -0.1303 4.8783
```

Values from the calculation:
- relative energy (zero: lowest compared OMol25 entry of this formula, charge and spin) (kcal per mole) = 58.2
- lowest unoccupied orbital energy (spin up / spin down) (eV) = -12.09 / -15.96
- 2S+1 = 5
- net charge = +4